#1
Computed, not measured: a 4-piece molecular cluster, H8O4 overall, with ωB97M-V/def2-TZVPD.

```
! RIJCOSX wB97M-V def2-TZVPD def2/J DEFGRID3
* xyz 0 1
O -0.87594 3.99608 1.47919
O 0.31888 -0.37089 0.80680
O -0.72524 -0.79606 -1.65370
O 1.10024 -2.77200 -0.65053
H -0.29150 -0.36751 -2.37014
H 0.83740 -1.20525 0.85709
H -0.87527 3.20054 0.98906
H 1.75431 -3.25286 -1.17899
H -0.00852 -0.30816 1.70642
H -0.23732 3.97565 2.22701
H -0.39840 -0.47709 -0.78674
H 0.53373 -2.12639 -1.15441
*
```

Computed properties:
* SMILES string: O.O.O.O
* lowest unoccupied orbital energy: 0.4746 eV
* orbital gap: 11.91 eV

=====

#2
Computed, not measured: a 4-piece molecular cluster, H8O4 overall, with ωB97M-V/def2-TZVPD.

```
! RIJCOSX wB97M-V def2-TZVPD def2/J DEFGRID3
* xyz 0 1
O 2.33158 -1.73692 -0.24958
O 0.74658 1.82508 -1.30258
O -1.83542 0.41308 1.55942
O -0.11542 -0.80492 -0.43958
H -1.67542 1.36808 1.92942
H 2.74058 -1.12592 0.36742
H -0.37442 -0.51192 0.46342
H -0.12942 2.19208 -1.63258
H 0.32658 1.01508 -1.26458
H -0.61242 -1.50492 -0.78558
H -2.76342 0.31808 1.46342
H 1.36058 -1.44692 -0.10858
*
```

Computed properties:
* SMILES string: O.O.O.O
* lowest unoccupied orbital energy: 0.1467 eV
* orbital gap: 10.46 eV

=====

Here are the energies relative to the best structure, in hartree: #1 0.0000; #2 0.0251.

=====

#1
Computed, not measured: a 4-piece molecular cluster, H8O4 overall, with ωB97M-V/def2-TZVPD.

```
! RIJCOSX wB97M-V def2-TZVPD def2/J DEFGRID3
* xyz 0 1
O 1.83333 -0.89625 -0.59408
O 0.73633 2.23275 -0.37508
O -1.56767 -1.46625 1.86592
O -0.93067 -0.24925 -0.59908
H -2.45267 -1.03025 1.89892
H -1.02167 0.50975 -1.13908
H 0.79233 1.47475 0.16392
H 2.57433 -0.42825 -1.00008
H -1.27167 -1.45025 0.93892
H 1.74233 -0.57925 0.28592
H -0.17567 2.53275 -0.34308
H -0.25867 -0.65025 -1.10308
*
```

Computed properties:
* SMILES string: O.O.O.O
* lowest unoccupied orbital energy: 0.4351 eV
* orbital gap: 11.32 eV

=====

#2
Computed, not measured: a 4-piece molecular cluster, H8O4 overall, with ωB97M-V/def2-TZVPD.

```
! RIJCOSX wB97M-V def2-TZVPD def2/J DEFGRID3
* xyz 0 1
O -2.99594 0.53470 -0.29157
O 0.70140 0.42307 -1.48107
O 2.29801 -0.31616 0.83673
O -0.44403 -0.54538 0.13962
H 1.33993 -0.10549 -1.00240
H -0.12089 0.29178 -1.00902
H -3.28739 1.27295 -0.82661
H -1.13761 -1.10708 0.48556
H 2.97049 0.36460 0.86057
H -2.11245 0.77478 -0.01221
H 0.31500 -0.73373 0.69156
H 2.47352 -0.85400 1.60884
*
```

Computed properties:
* SMILES string: O.O.O.O
* lowest unoccupied orbital energy: 0.2134 eV
* orbital gap: 10.12 eV

=====

Here are the energies relative to the best structure, in hartree: #1 0.0000; #2 0.0196.

=====

#1
Computed, not measured: C3H10N5 as an isolated structure, with ωB97M-V/def2-TZVPD.

```
! RIJCOSX wB97M-V def2-TZVPD def2/J DEFGRID3
* xyz 1 1
N -0.01968 -1.19917 -0.30957
N 0.50294 3.13539 -1.75075
N -0.27095 0.98569 0.43592
N 0.03626 0.79350 -0.94112
N 0.12697 -0.45169 -1.29804
C -0.01212 -2.62056 -0.15309
C -0.33666 -0.16573 1.01461
C -0.51252 -0.76924 2.32275
H 0.21564 -3.34570 -1.00565
H -0.99090 -2.90242 0.24996
H -0.67192 0.00946 3.00405
H 0.58472 3.65108 -0.92338
H 0.41264 1.81111 -1.41187
H 0.44998 -1.17972 2.54196
H -0.43681 3.06559 -2.16556
H 0.89444 -2.78914 0.36125
H -1.22278 -1.48036 2.36019
H 1.25075 3.45191 -2.33165
*
```

Computed properties:
* lowest unoccupied orbital energy: -3.0496 eV
* orbital gap: 11.48 eV

=====

#2
Computed, not measured: an isolated ion of composition C3H10N5 and charge +1, with ωB97M-V/def2-TZVPD.

```
! RIJCOSX wB97M-V def2-TZVPD def2/J DEFGRID3
* xyz 1 1
N -0.50957 -1.25564 0.67168
N 1.06603 0.07060 0.00242
N -1.09925 -0.42502 -0.10039
N 0.72178 -0.76824 1.04370
N -2.17971 -0.36529 -0.70467
C 1.92337 -0.64183 -0.97372
C -0.56499 1.74785 0.55308
C -0.15555 0.62675 -0.38018
H 0.46286 -0.25791 1.98826
H -0.87074 -2.12070 1.03798
H 2.31745 -0.00628 -1.69208
H -0.77449 1.32464 1.57573
H 0.01630 2.60958 0.61420
H -1.46723 2.11750 0.04971
H -0.12283 1.01592 -1.43497
H 2.70187 -0.99847 -0.33632
H -2.95383 -1.04784 -0.57046
H 1.48851 -1.62563 -1.34399
*
```

Computed properties:
* SMILES string: [H]/N=[N+]1\NNN(C)[C@@H]1C
* lowest unoccupied orbital energy: -4.8694 eV
* orbital gap: 9.40 eV

=====

#3
Computed, not measured: an isolated ion of composition C3H10N5 and charge +1, with ωB97M-V/def2-TZVPD.

```
! RIJCOSX wB97M-V def2-TZVPD def2/J DEFGRID3
* xyz 1 1
N -0.42149 1.62315 2.22172
N 0.18881 0.61661 0.21511
N 0.02706 -1.96465 -1.10628
N -1.47700 1.98906 2.61370
N -0.70744 0.31300 -0.58035
C 0.04927 1.90215 0.83145
C -0.90490 -0.88689 -1.29602
C 1.25404 -0.18122 0.75329
H 0.69613 -2.04347 -1.86154
H 1.22389 -1.18285 0.32471
H -1.93072 -1.17479 -1.02029
H -0.99432 -0.53410 -2.34083
H 1.12586 -0.22207 1.83904
H -0.66250 2.51673 0.26335
H -0.42850 -2.85801 -0.98359
H 1.01642 2.39775 0.94293
H -2.11869 2.54545 2.02152
H 2.21101 0.29992 0.54841
*
```

Computed properties:
* SMILES string: [H]/N=N\C/[N+](C)=N/CN
* lowest unoccupied orbital energy (spin up / spin down): -5.3169 / -5.3164 eV
* orbital gap (spin up / spin down): 7.81 / 7.81 eV

=====

Here are the energies relative to the best structure, in hartree: #1 0.0000; #2 0.1035; #3 0.0476.

=====

#1
Computed, not measured: an isolated ion of composition C3H10N5 and charge +1, with ωB97M-V/def2-TZVPD.

```
! RIJCOSX wB97M-V def2-TZVPD def2/J DEFGRID3
* xyz 1 1
N 0.37188 0.95930 -1.82995
N -1.66165 -0.37050 0.50260
N -1.89479 0.81278 0.43408
N 0.67203 0.11255 0.26906
N 0.97753 0.94042 -0.69913
C 0.92920 0.57842 1.67444
C -0.31892 -1.60556 -1.15405
C -0.32547 -0.87184 0.20848
H 0.70111 1.59054 -2.48682
H 0.76981 -1.64754 -1.44331
H -0.84000 -2.52434 -1.04651
H -2.81632 0.99955 0.57643
H 1.55994 -0.15042 2.20980
H 1.19028 1.67661 1.64751
H 0.04067 0.54341 2.24866
H -0.25829 -1.43988 1.16922
H -0.82055 -1.06949 -1.87249
H 1.72355 1.46599 -0.40800
*
```

Computed properties:
* SMILES string: [H]/N=N/[C@@H](C)N(C)/[NH+]=N/[H]
* lowest unoccupied orbital energy: -5.4460 eV
* orbital gap: 7.69 eV

=====

#2
Computed, not measured: a 2-piece molecular cluster, C3H10N5 overall, with ωB97M-V/def2-TZVPD.

```
! RIJCOSX wB97M-V def2-TZVPD def2/J DEFGRID3
* xyz 1 1
N -2.24772 1.43167 -1.70757
N -0.46533 2.06739 -0.34361
N 1.07179 -0.18226 -0.09170
N 0.70565 -1.36311 0.35047
N -0.49314 2.65643 0.98753
C -1.45394 2.02500 -1.03008
C 0.09605 -1.45506 1.42706
C 1.10663 -2.47783 -0.39401
H -1.42095 3.07632 1.04798
H 1.26283 -2.11235 -1.37845
H 0.06940 3.44947 1.00017
H 0.76106 0.53779 0.48900
H -0.29820 -2.39372 1.73058
H -2.45360 1.58466 -2.74755
H 1.99429 -2.91179 0.08383
H 1.52508 -0.02895 -0.96110
H 0.42985 -3.30717 -0.43703
H -0.18975 -0.59648 1.97449
*
```

Computed properties:
* lowest unoccupied orbital energy: -3.9592 eV
* orbital gap: 8.71 eV

=====

Here are the energies relative to the best structure, in hartree: #1 0.0346; #2 0.0000.

=====

#1
Computed, not measured: the molecule C4H11NS2, with ωB97M-V/def2-TZVPD.

```
! RIJCOSX wB97M-V def2-TZVPD def2/J DEFGRID3
* xyz 0 1
S 1.72290 1.93712 1.73812
S 1.15500 -0.09302 1.78518
N -0.28897 -0.90196 -1.36662
C -0.62066 0.12909 1.36563
C -0.24664 0.55159 -1.16166
C -0.99036 0.94321 0.15985
C 0.77585 -1.78327 -0.99129
H -0.70346 -1.02814 -2.27565
H -1.08723 -0.87739 1.24081
H 1.00514 2.19352 2.85355
H 0.59913 -2.44372 -0.13909
H -0.79721 0.91899 -2.03864
H -2.03357 0.89045 -0.22042
H 1.63483 -1.17605 -0.71934
H -0.81751 2.02723 0.32244
H 0.96577 -2.48747 -1.78060
H -1.06035 0.26817 2.41394
H 0.78732 0.93164 -1.18623
*
```

Computed properties:
* SMILES string: CNCCCSS
* lowest unoccupied orbital energy: 0.5130 eV
* orbital gap: 8.89 eV

=====

#2
Computed, not measured: the molecule C4H11NS2, with ωB97M-V/def2-TZVPD.

```
! RIJCOSX wB97M-V def2-TZVPD def2/J DEFGRID3
* xyz 0 1
S -0.47508 0.66297 1.33441
S 1.00937 -0.65883 1.05143
N 2.99000 1.36153 -0.95930
C -1.92408 -0.36452 0.72634
C 1.65528 0.88450 -1.38260
C 1.35101 -0.52257 -0.84500
C -3.02401 -0.61776 1.65943
H -3.80421 0.15480 1.54056
H 2.13214 -1.34471 -1.04247
H 0.98257 1.70173 -1.10662
H -1.45819 -1.32954 0.41074
H 3.83994 1.13503 -1.44515
H 3.23739 1.35675 0.04570
H -2.38966 -0.10448 -0.24090
H -3.51347 -1.56256 1.45936
H -2.67771 -0.60845 2.60757
H 1.58684 0.79853 -2.55299
H 0.48187 -0.94242 -1.26051
*
```

Computed properties:
* SMILES string: CCSSCCN
* lowest unoccupied orbital energy: 0.8082 eV
* orbital gap: 9.49 eV

=====

Here are the energies relative to the best structure, in hartree: #1 0.0066; #2 0.0000.

=====

#1
Computed, not measured: the molecule C3H5NOS2, with ωB97M-V/def2-TZVPD.

```
! RIJCOSX wB97M-V def2-TZVPD def2/J DEFGRID3
* xyz 0 1
S 1.15209 -2.01469 -0.86574
S -2.25886 -1.26901 -0.44666
O 1.88858 0.41614 1.11275
N -0.86356 -0.28994 -0.40802
C 0.38325 -0.69208 -0.56773
C 1.01106 0.67302 -0.03697
C -0.59799 1.09312 0.09908
H -1.27405 1.19127 1.12508
H 2.51069 -0.38172 0.68467
H 1.34735 1.43776 -0.86866
H -2.23407 -1.92887 0.60673
H -1.06451 1.76501 -0.43452
*
```

Computed properties:
* SMILES string: O[C@@H]1CN(S)C1=S
* lowest unoccupied orbital energy: 0.4653 eV
* orbital gap: 9.38 eV

=====

#2
Computed, not measured: a 2-piece molecular cluster, C3H5NOS2 overall, with ωB97M-V/def2-TZVPD.

```
! RIJCOSX wB97M-V def2-TZVPD def2/J DEFGRID3
* xyz 0 1
S -1.06457 -1.95517 0.25817
S 2.30820 -1.28862 -0.02019
O -0.18167 1.38317 0.63037
N 1.28246 1.15417 0.11295
C -0.34427 -0.57372 -0.59687
C -0.89800 0.80148 -0.43278
C 1.06308 -0.34696 -0.09062
H 1.54775 0.82796 1.76654
H -0.19877 -0.66805 -1.67346
H -0.78398 -1.55587 1.51838
H -1.99037 0.78747 -0.11935
H -0.73986 1.43413 -1.35314
*
```

Computed properties:
* lowest unoccupied orbital energy: -1.3935 eV
* orbital gap: 7.57 eV

=====

Here are the energies relative to the best structure, in hartree: #1 0.0000; #2 0.1083.